The following is a DFT calculation (ωB97M-V with the def2-TZVPD basis set) of a molecular structure, C22H18BN2O6OsS4.

The total energy is -84861.5897 eV. The calculation puts the energy above the lowest of the compared OMol25 structures with the same formula, charge and spin at 0.0 kJ/mol. The value obtained for the orbital gap (spin up / spin down) is 0.2135 / 0.2135 Ha. The HOMO energy (spin up / spin down) comes out at -3.7 / -3.7 eV.

Geometry as ORCA input:
```
! wB97M-V def2-TZVPD RIJCOSX def2/J DEFGRID3
* xyz -1 1
Os -0.79691 1.05991 -0.12505
C -0.94918 -3.10689 -1.19264
C -0.44995 -1.68556 -1.15264
N -1.29723 -0.71611 -0.90083
N -2.63118 -1.13343 -0.94344
C -3.44173 -0.29876 -0.37599
S -2.99058 1.18168 0.35732
S -5.15153 -0.80786 -0.39551
C -5.36956 -1.12279 1.38852
C -4.53389 -2.27520 1.86353
C -5.02359 -3.57692 1.81271
C -4.23457 -4.64778 2.20172
C -2.93763 -4.43019 2.64538
C -2.44143 -3.13648 2.70239
C -3.23392 -2.06542 2.31784
C 0.97973 -1.46108 -1.48970
C 1.58901 -2.49885 -2.22831
C 2.91022 -2.49497 -2.61867
C 3.71965 -1.42834 -2.25409
C 3.16835 -0.38304 -1.54624
C 1.82128 -0.36600 -1.19476
O 1.37635 0.72327 -0.48702
H -1.83620 -3.19742 -0.57515
H -0.17916 -3.78419 -0.82531
H -1.22697 -3.41318 -2.20423
H -6.43211 -1.34391 1.50097
H -5.15155 -0.21011 1.94085
H -6.03072 -3.75114 1.45113
H -4.63115 -5.65450 2.15445
H -2.31801 -5.26509 2.94752
H -1.43103 -2.95694 3.04823
H -2.84586 -1.05520 2.35815
H 0.98566 -3.34144 -2.52588
H 3.30240 -3.32053 -3.19713
H 4.76792 -1.40296 -2.51996
H 3.79416 0.45346 -1.26712
O 2.67530 2.62817 -1.35796
B 2.15728 1.87400 -0.32597
O 2.64436 2.25003 0.90616
C 3.42704 3.34616 0.64074
C 4.10416 4.15226 1.52319
C 4.82735 5.20797 0.97069
C 4.85252 5.43192 -0.39989
C 4.15456 4.61184 -1.28512
C 3.45071 3.57209 -0.72936
H 4.05726 3.97997 2.58889
H 5.37043 5.87580 1.62667
H 5.41428 6.27074 -0.78956
H 4.14273 4.79010 -2.35074
O -1.60618 4.73602 0.00615
S -0.41618 3.96714 -0.24615
O -0.19602 2.88763 0.80920
O 0.79538 4.73391 -0.44766
S -0.70409 2.59818 -1.81033
*
```